Record 1
The following is a DFT calculation (ωB97M-V/def2-TZVPD) of 5 unconnected molecules or ions with the total composition C41H48N4O5S.

LUMO level ... -2.08 eV
HOMO energy ... -9.361 eV
E ... -2583.87158 hartree
Frontier orbital gap ... 7.28 eV

Last column: Löwdin charge in e.
Element x y z (Å)
S (-0.153380, 2.383355, 1.775302)  0.7283
O (-0.904876, -5.193172, 3.545492)  -0.1249
O (-5.022780, -3.382739, -0.700962)  -0.1124
O (-0.236964, -5.694568, 5.797373)  -0.0001
O (-2.431862, 1.548362, -0.481678)  -0.0703
O (1.670782, -2.345658, -0.472343)  -0.0335
N (2.762234, 7.176969, -4.375024)  0.0569
N (6.215827, 3.152005, 2.377548)  0.0529
N (-0.163849, 7.878932, -0.772966)  0.0540
N (-8.027156, -6.908001, -4.312315)  0.0476
C (0.829800, -0.212499, 0.837980)  -0.0611
C (-2.828218, -6.218158, 0.758219)  -0.1986
C (2.211879, -0.120874, 1.713969)  -0.2977
C (-0.884955, -4.858879, 4.980749)  -0.2848
C (-1.739412, -5.928989, -0.452529)  -0.1968
C (-1.000622, -4.509590, -0.085883)  -0.1956
C (-7.360060, -5.160489, -2.786363)  -0.0734
C (4.690920, 0.097490, 0.661629)  -0.1307
C (8.233034, 4.455064, 0.943512)  -0.0790
C (-8.302817, -5.824050, -3.555003)  -0.1549
C (0.905499, 7.056575, -0.704550)  -0.1892
C (0.812755, 5.681043, -0.565900)  -0.0649
C (-6.749771, -7.347796, -4.297493)  -0.1575
C (-2.133759, -6.037445, 3.396112)  -0.1710
C (-0.831926, -1.967553, -0.777957)  -0.0465
C (7.504388, 3.126793, 2.782921)  -0.1495
C (8.537028, 3.757888, 2.107999)  -0.0772
C (-3.468773, -1.374731, -1.384315)  -0.0826
C (-3.134737, -3.382300, 5.613397)  -0.0222
C (3.914584, 9.078710, -5.314806)  -0.0840
C (5.951145, 3.838217, 1.244625)  -0.1614
C (-1.653137, -3.490070, 5.466828)  -0.0450
C (-1.380806, 7.296987, -0.697417)  -0.1472
C (3.633038, 7.723392, -5.251651)  -0.1571
C (-5.738882, -6.754041, -3.558775)  -0.0804
C (-0.454060, 5.111501, -0.488968)  -0.0918
C (-0.967584, -3.512386, -1.398120)  -0.1359
C (2.357623, 9.395956, -3.514952)  -0.0686
C (-1.604726, 0.520433, -0.166897)  -0.1716
C (-1.574910, 5.932404, -0.554644)  -0.0663
C (-1.961397, -0.982297, -0.788438)  -0.0412
C (1.992882, 0.100902, 3.330295)  -0.1061
C (-6.053625, -5.638327, -2.790260)  -0.0818
C (2.144921, 8.026813, -3.525822)  -0.1513
C (-1.972471, -6.907216, 1.989229)  -0.1477
C (-0.261750, 0.797215, 0.785227)  -0.3947
C (3.261562, 9.928582, -4.428364)  -0.0831
C (-4.313519, -2.298988, -0.287258)  -0.0933
C (3.308615, 0.953715, 1.050451)  -0.1995
C (0.623459, -1.555470, -0.136500)  -0.1117
C (6.915410, 4.497655, 0.499477)  -0.0734
H (2.571626, -0.664456, 4.007076)  0.0858
H (-3.280001, -5.212137, 1.178813)  0.0964
H (2.887839, 1.334570, 0.016365)  0.1135
H (7.691339, 2.567310, 3.694891)  0.1016
H (9.016213, 4.961246, 0.386679)  0.1055
H (-4.133350, -0.425537, -1.573793)  0.1295
H (1.706027, 5.068616, -0.518328)  0.1016
H (1.832143, 10.031599, -2.811322)  0.1043
H (-9.336820, -5.491786, -3.582347)  0.0993
H (4.863969, -0.651209, 1.573050)  0.0835
H (-2.223972, 7.979059, -0.756666)  0.1004
H (4.907936, 3.845178, 0.941349)  0.0940
H (-4.730584, -7.151573, -3.582436)  0.0963
H (4.527523, -0.596075, -0.282394)  0.0860
H (-2.266396, -5.819625, -1.507129)  0.1062
H (-6.553521, -8.219033, -4.915630)  0.0988
H (-0.566618, 4.036894, -0.378507)  0.0496
H (-0.966980, 2.125778, 2.925313)  -0.0764
H (1.451679, 7.562681, -2.829901)  0.0642
H (-1.901107, -3.610770, -2.103850)  0.1048
H (2.470041, 1.167517, 3.576215)  0.0833
H (-1.579334, -3.904367, 0.764620)  0.1202
H (-1.010336, -2.542917, 5.741720)  0.1180
H (3.596675, 1.815903, 1.787674)  0.0917
H (1.872027, 7.548954, -0.765342)  0.0997
H (0.118613, -4.674146, 0.239683)  0.1247
H (0.856089, 0.192915, 3.653216)  0.0698
H (-7.637361, -4.292869, -2.198480)  0.0995
H (-3.652799, -2.450253, 5.079340)  0.0791
H (-2.200593, -6.803598, 4.296385)  0.1409
H (-0.809619, -6.938134, 1.751099)  0.1264
H (9.553653, 3.706674, 2.480969)  0.1013
H (4.114608, 7.019780, -5.924466)  0.0989
H (6.645990, 5.031991, -0.404495)  0.1030
H (2.744085, -1.183967, 1.604497)  0.1279
H (4.625384, 9.462364, -6.037876)  0.0988
H (-3.686819, -6.905123, 0.334264)  0.1146
H (-2.575672, 5.519666, -0.496539)  0.1045
H (-3.397924, -1.992624, -2.380308)  0.1240
H (5.641124, 0.787337, 0.573409)  0.0664
H (-3.816160, -4.107204, 6.234162)  0.0814
H (-3.081899, -5.338683, 3.392931)  0.1234
H (-5.287418, -5.145327, -2.199051)  0.0712
H (-0.901238, -6.762358, -0.482293)  0.1179
H (-0.005720, -3.728243, -2.065307)  0.1329
H (-4.355530, -2.054283, 0.876994)  0.1437
H (-2.356923, -8.007457, 2.104424)  0.1162
H (3.455507, 10.997045, -4.448857)  0.1036

Atoms 1-3, force components in eV/Å:
S -0.7766 -1.6339 0.1093
O -1.8132 0.2691 3.4882
O 4.5242 6.8253 2.5112


Record 2
The following is a DFT calculation (ωB97M-V/def2-TZVPD) of a molecular structure, C8H27N9O5Pb.

LUMO level ... -5.36 eV
Charge ... +2
HOMO energy ... -15.284 eV
Energy relative to the best compared isomer or geometry (same formula, charge and spin) ... 367.2 kJ/mol
E ... -1382.46797 hartree
Frontier orbital gap ... 9.92 eV

Last column: Löwdin charge in e.
Element x y z (Å)
Pb (28.807130, -7.744420, 1.754450)  1.6920
O (29.550180, -8.105940, 4.296920)  -0.0960
O (30.754720, -6.362430, 2.334750)  -0.0760
O (28.275110, -8.620410, -0.489430)  -0.4109
O (27.971600, -5.369100, 2.567810)  -0.0086
O (29.063160, -6.036640, -0.094680)  -0.0913
N (27.222590, -3.492710, 3.212010)  0.1964
N (32.811380, -6.839360, 2.680370)  0.1844
N (32.259500, -4.742270, 2.756170)  0.2124
N (27.983420, -9.273450, 5.242300)  0.2134
N (28.536280, -3.812650, -0.787230)  0.1725
N (30.360550, -4.795280, -1.390830)  0.1683
N (28.426770, -7.269510, 5.993320)  0.1962
N (26.753570, -5.072960, 4.432280)  0.1756
N (30.257040, -9.829100, 1.001700)  -0.0264
C (31.835440, -5.949760, 2.585450)  -0.7577
C (29.234280, -4.982700, -0.683080)  -0.6258
C (28.672730, -8.220810, 5.136180)  -0.8184
C (28.562850, -9.966860, -0.828790)  -0.1699
C (30.006750, -10.290700, -0.342060)  -0.3878
C (27.126910, -8.093670, -1.111300)  -0.0962
C (27.423840, -4.722120, 3.343620)  -0.8340
C (30.380140, -11.827000, -0.462130)  -0.0112
H (26.706250, -3.107590, 3.989940)  0.1280
H (27.316700, -9.356850, 5.996370)  0.1380
H (26.387250, -8.818680, -1.450970)  0.1074
H (31.476500, -4.106170, 2.804930)  0.1365
H (27.871640, -2.897710, 2.717230)  0.1413
H (27.654710, -7.503940, 6.600820)  0.1273
H (30.269500, -3.976180, -1.974670)  0.1109
H (29.645510, -12.443270, 0.056170)  0.0846
H (30.227720, -11.995850, -1.528130)  0.0857
H (28.762140, -3.000230, -1.343170)  0.1187
H (31.231090, -9.844270, 1.268330)  0.0979
H (30.544340, -9.693300, -1.078410)  0.1470
H (27.723770, -3.639580, -0.212790)  0.1103
H (28.837420, -6.356700, 5.858230)  0.1358
H (31.394130, -11.957070, -0.083970)  0.0863
H (26.507810, -4.379180, 5.123920)  0.1226
H (28.103350, -10.021760, 4.574650)  0.1380
H (29.986270, -10.500180, 1.706280)  0.0913
H (27.552210, -7.592270, -1.980670)  0.1060
H (26.700750, -6.031960, 4.744740)  0.1000
H (28.615010, -10.133600, -1.904700)  0.1454
H (33.215110, -4.620360, 2.452770)  0.1398
H (30.948810, -5.587910, -1.604820)  0.1262
H (32.622120, -7.827900, 2.596180)  0.1165
H (27.817620, -10.604390, -0.353100)  0.1396
H (26.550100, -7.344380, -0.569110)  0.0946
H (33.722960, -6.578720, 3.028490)  0.1236

Atoms 1-3, force components in eV/Å:
Pb 0.6481 1.1601 0.4880
O 1.5574 0.2672 -2.4184
O -5.5800 -0.5620 -1.0705


Record 3
The following is a DFT calculation (ωB97M-V/def2-TZVPD) of 7 unconnected molecules or ions with the total composition C23H28ClFN3O6.

LUMO level ... 2.69 eV
Charge ... -1
HOMO energy ... -5.961 eV
Energy relative to the best compared isomer or geometry (same formula, charge and spin) ... 0.0 kJ/mol
E ... -2068.69388 hartree
Frontier orbital gap ... 8.65 eV

Last column: Löwdin charge in e.
Element x y z (Å)
Cl (-1.534537, 1.043972, -0.108452)  0.5705
F (2.413010, -2.507554, -1.327404)  0.0536
O (-1.518367, -0.367055, -0.314460)  -0.3722
O (-0.302889, 1.527548, 0.383341)  -0.3747
O (-2.504332, 1.203807, 0.932640)  -0.3830
O (-2.004723, 1.856223, -1.188821)  -0.3448
O (-4.566716, 4.371849, -2.961852)  -0.1255
O (-0.226664, -0.050406, -3.265818)  -0.1155
N (2.524370, 5.098663, 4.557486)  0.0317
N (-4.341809, -1.855570, -3.168612)  0.0657
N (0.437147, -1.807347, 3.700263)  0.0619
C (3.200501, -1.519565, -0.842799)  -0.2745
C (5.037265, 0.454957, -0.133457)  -0.1077
C (0.359451, 3.329499, 4.503859)  -0.0508
C (2.818943, -0.510894, -0.029968)  -0.0265
C (0.989903, 0.552441, -3.429549)  -0.1952
C (0.619688, -4.147607, 4.026550)  -0.0959
C (0.634255, -4.333604, 2.660653)  -0.0878
C (-3.711948, -4.548854, -3.477988)  -0.0912
C (0.400073, -2.018032, 2.332787)  -0.1187
C (4.574224, -1.601127, -1.177206)  -0.0195
C (3.765324, 0.396585, 0.401743)  -0.0706
C (1.937924, 4.820583, 3.372909)  -0.1375
C (0.999562, 3.654192, 5.705111)  -0.0945
C (-5.056148, -4.119130, -3.440328)  -0.0877
C (2.027698, 4.554830, 5.683557)  -0.1842
C (-2.663784, -3.625400, -3.240601)  -0.0409
C (0.588766, -2.848442, 4.531313)  -0.1612
C (5.467668, -0.540159, -0.991549)  -0.0879
C (-3.068816, -2.261815, -3.094594)  -0.1040
C (0.875235, 3.894625, 3.318927)  -0.0498
C (0.457102, -3.254710, 1.796493)  -0.0763
C (-3.294639, 4.451432, -3.589634)  -0.1584
C (-5.274227, -2.762391, -3.348887)  -0.1925
H (0.643242, -2.622012, 5.585898)  0.0925
H (6.418261, -0.516514, -1.503605)  0.0978
H (0.730280, -4.972051, 4.715355)  0.0893
H (-3.583717, 4.358563, -4.636495)  0.0644
H (-3.517565, -5.601643, -3.620273)  0.0868
H (0.113255, -1.158586, 1.745002)  0.0885
H (0.559817, 3.251231, 6.605466)  0.0947
H (1.047459, 1.400635, -4.111724)  0.0764
H (0.433607, -3.425803, 0.730391)  0.1040
H (2.342770, 5.272530, 2.479457)  0.0940
H (-0.540803, 2.734267, 4.463253)  0.1079
H (-2.815254, 5.425378, -3.491006)  0.0709
H (0.510457, 3.604406, 2.344701)  0.0924
H (3.446660, 1.171176, 1.083551)  0.1106
H (4.899156, -2.371454, -1.860882)  0.1021
H (-1.667823, -4.037374, -3.171753)  0.0901
H (-6.262439, -2.336013, -3.438597)  0.0966
H (-0.307175, -0.303857, -2.343388)  0.0359
H (1.728791, -0.189278, -3.732869)  0.0707
H (-5.812063, -4.862884, -3.644818)  0.0880
H (-2.327345, -1.514698, -2.852844)  0.0836
H (1.760965, -0.349635, 0.115244)  0.1039
H (2.410127, 4.885047, 6.638080)  0.0917
H (-2.651780, 3.588932, -3.413821)  0.0783
H (0.649983, -5.338571, 2.265464)  0.0974
H (1.254252, 0.944327, -2.447383)  0.0765
H (-5.119294, 5.070819, -3.319208)  0.0626
H (5.597666, 1.361518, 0.041152)  0.0980

Atoms 1-3, force components in eV/Å:
Cl -3.9422 1.5063 2.4946
F -0.2258 0.5969 0.3660
O 1.3980 -1.5649 -2.1096


> The lowest HOMO energy belongs to which entry?

C8H27N9O5Pb


> Which value of HOMO energy does entry 3 give?

-5.961 eV